Entry 1:
{"formula": "C21H74N2O16", "method": "ωB97M-V/def2-TZVPD", "total_charge": 0, "symbols": ["C", "C", "O", "H", "H", "H", "H", "H", "H", "C", "C", "O", "H", "H", "H", "H", "H", "H", "C", "C", "O", "H", "H", "H", "H", "H", "H", "C", "C", "O", "H", "H", "H", "H", "H", "H", "C", "C", "O", "H", "H", "H", "H", "H", "H", "C", "O", "N", "N", "H", "H", "H", "H", "C", "O", "H", "H", "H", "H", "C", "O", "H", "H", "H", "H", "C", "O", "H", "H", "H", "H", "C", "O", "H", "H", "H", "H", "C", "O", "H", "H", "H", "H", "C", "O", "H", "H", "H", "H", "C", "O", "H", "H", "H", "H", "C", "O", "H", "H", "H", "H", "C", "O", "H", "H", "H", "H", "C", "O", "H", "H", "H", "H"], "xyz": [[-4.1224, -1.4975, -3.7222], [-2.7023, -1.9435, -3.3429], [-1.8087, -1.8151, -4.3989], [-4.8213, -1.7111, -2.9140], [-4.3653, -2.0271, -4.6128], [-4.3137, -0.4598, -3.9693], [-2.6381, -2.9190, -3.0163], [-2.3025, -1.3387, -2.5221], [-1.8548, -0.9356, -4.8229], [3.0012, -3.1997, 2.4503], [2.3349, -2.5482, 1.2689], [3.3513, -1.9821, 0.4901], [3.7379, -2.5023, 2.8471], [3.5596, -4.0827, 2.1921], [2.4283, -3.4406, 3.3130], [1.6101, -1.7767, 1.5376], [1.9557, -3.2681, 0.6169], [3.7941, -2.7540, 0.0551], [3.9653, 2.4522, -1.3575], [3.1166, 2.5864, -2.5844], [2.9274, 3.9051, -2.8027], [3.9206, 1.4192, -1.0418], [3.6819, 3.1251, -0.5285], [4.9783, 2.6719, -1.5513], [2.1816, 2.1164, -2.3800], [3.5164, 1.9804, -3.4238], [2.1340, 3.9425, -3.2874], [-1.7257, -4.0279, 3.1936], [-1.1995, -3.8071, 1.7684], [-1.1418, -2.3703, 1.7515], [-1.4476, -3.4023, 4.0184], [-1.5277, -5.0243, 3.4098], [-2.8040, -4.0362, 3.1278], [-1.8229, -4.1150, 0.9715], [-0.1841, -4.2650, 1.6249], [-2.0263, -1.9591, 1.7683], [0.7786, 0.0125, -0.8077], [-0.3146, 0.7217, -0.0815], [-0.2801, 0.5105, 1.2797], [1.7572, 0.3447, -0.6254], [0.5958, 0.1733, -1.8904], [0.6655, -1.0352, -0.7197], [-1.1924, 0.4552, -0.6460], [-0.2880, 1.8009, -0.2060], [-0.3055, -0.3911, 1.4710], [-3.9246, -0.7884, 0.7751], [-4.0740, -1.0475, -0.5675], [-3.7986, 0.3529, 1.2400], [-3.9417, -1.6951, 1.7208], [-3.6382, 1.0026, 0.4756], [-3.4824, 0.4702, 2.1946], [-4.2456, -2.6449, 1.4137], [-4.1078, -1.5813, 2.7375], [-2.7024, -0.5535, 4.5966], [-4.0909, -0.3057, 4.2813], [-2.4480, -1.5389, 5.0936], [-2.1411, 0.0692, 5.3139], [-2.1453, -0.6258, 3.6688], [-4.6179, -0.1853, 5.0875], [1.2031, -0.5566, 4.1483], [0.3341, -1.6828, 4.0534], [1.1341, -0.1509, 5.1360], [0.9578, 0.3864, 3.5784], [2.2171, -0.8452, 3.8740], [0.1632, -1.9585, 3.1346], [3.0845, -1.3356, -2.9894], [4.2506, -2.1255, -3.3272], [2.6437, -1.4589, -2.0546], [2.2884, -1.7083, -3.6368], [3.1871, -0.2810, -3.0400], [4.0882, -2.7084, -4.0848], [1.4510, 3.7993, 1.1007], [1.6545, 3.8829, 2.4924], [1.9325, 2.9100, 0.7642], [1.7832, 4.6794, 0.5698], [0.4417, 3.4473, 0.9040], [0.7679, 4.1255, 2.8269], [4.2661, 0.8866, 1.5389], [4.3381, -0.2117, 2.4963], [5.2150, 0.9355, 1.1348], [4.1534, 1.8159, 2.0536], [3.4088, 0.7457, 0.8024], [4.3617, -1.0441, 1.9962], [-0.0538, 4.5050, -1.8542], [-1.0749, 4.2740, -0.9580], [0.5322, 5.3624, -1.5633], [-0.3689, 4.5387, -2.9235], [0.7051, 3.6712, -1.7045], [-1.0862, 5.0270, -0.3746], [-0.0855, -3.5008, -1.5275], [0.2433, -2.9910, -2.8321], [0.7346, -4.0314, -1.1444], [-0.8428, -4.2962, -1.6162], [-0.4518, -2.6979, -0.8237], [-0.5560, -2.6996, -3.2800], [-2.7660, 2.0774, -2.2962], [-3.0968, 1.9787, -0.9496], [-2.9983, 3.0320, -2.7358], [-3.2983, 1.3258, -2.8568], [-1.7111, 1.9952, -2.3883], [-3.6460, 2.6707, -0.6512], [-1.6455, 2.8405, 3.3116], [-2.0342, 2.7774, 1.9803], [-1.7630, 1.9009, 3.7897], [-2.2400, 3.6214, 3.9270], [-0.5323, 3.0728, 3.5040], [-1.3657, 2.1686, 1.5287], [0.9159, 0.9082, -4.8452], [0.5319, 2.1452, -4.2661], [0.8136, -0.0074, -4.2384], [1.9892, 0.7965, -5.0018], [0.4359, 0.7877, -5.8387], [-0.0547, 2.6892, -4.7759]]}

=====

Entry 2:
{"formula": "C34H29INO2Pd", "method": "ωB97M-V/def2-TZVPD", "total_charge": -1, "symbols": ["Pd", "O", "C", "C", "C", "C", "C", "C", "C", "C", "C", "O", "C", "C", "C", "C", "C", "C", "C", "C", "C", "C", "C", "C", "N", "C", "C", "C", "C", "C", "C", "C", "C", "C", "C", "C", "C", "H", "H", "H", "H", "H", "H", "H", "H", "H", "H", "H", "H", "H", "H", "H", "H", "H", "H", "H", "H", "H", "H", "H", "H", "H", "H", "H", "I", "C", "H", "H"], "xyz": [[0.1736, 0.1387, 2.2390], [-0.8514, 1.4990, 0.9941], [-2.1749, 1.3048, 0.7436], [-2.7002, -0.0915, 1.2614], [-2.0011, -1.1837, 0.5236], [-2.5755, -1.8300, -0.5634], [-1.7969, -2.6944, -1.3121], [-0.4691, -2.8737, -0.9673], [0.0473, -2.2139, 0.1446], [1.4810, -2.3584, 0.5422], [2.3769, -1.0876, 0.2478], [2.0536, -0.0362, 1.0273], [2.2679, -0.7092, -1.2461], [2.1644, 0.6434, -1.5528], [2.0626, 1.0709, -2.8680], [2.0508, 0.1509, -3.9060], [2.1377, -1.2023, -3.6132], [2.2454, -1.6245, -2.2959], [3.8408, -1.5297, 0.5400], [4.4851, -2.5933, -0.0874], [5.7870, -2.9379, 0.2451], [6.4733, -2.2219, 1.2155], [5.8426, -1.1600, 1.8450], [4.5405, -0.8199, 1.5100], [-0.7338, -1.4189, 0.8856], [-2.4507, 1.3050, -0.7704], [-1.3828, 1.1213, -1.6373], [-1.5941, 1.0031, -3.0035], [-2.8802, 1.0770, -3.5184], [-3.9536, 1.2755, -2.6580], [-3.7384, 1.3877, -1.2929], [-2.9555, 2.4428, 1.4211], [-2.8981, 3.7125, 0.8482], [-3.4836, 4.8042, 1.4642], [-4.1429, 4.6525, 2.6778], [-4.2013, 3.3987, 3.2623], [-3.6120, 2.3056, 2.6387], [-3.7821, -0.1736, 1.1407], [-2.4483, -0.1640, 2.3240], [-3.5998, -1.6131, -0.8337], [-2.2128, -3.2006, -2.1747], [0.1764, -3.5154, -1.5502], [1.8875, -3.2498, 0.0615], [1.5499, -2.4979, 1.6239], [2.1345, 1.3340, -0.7201], [1.9752, 2.1296, -3.0816], [1.9616, 0.4841, -4.9330], [2.1130, -1.9345, -4.4120], [2.2965, -2.6876, -2.0967], [3.9778, -3.1650, -0.8540], [6.2677, -3.7688, -0.2582], [7.4902, -2.4890, 1.4760], [6.3685, -0.5911, 2.6029], [4.0174, 0.0030, 1.9791], [-0.3914, 1.0639, -1.2048], [-0.7468, 0.8436, -3.6602], [-3.0479, 0.9854, -4.5848], [-4.9607, 1.3457, -3.0530], [-4.5795, 1.5464, -0.6257], [-2.3726, 3.8378, -0.0904], [-3.4225, 5.7805, 0.9984], [-4.6006, 5.5058, 3.1627], [-4.7039, 3.2648, 4.2128], [-3.6644, 1.3413, 3.1266], [0.1859, 0.7924, 4.8780], [0.7726, -0.9538, 3.6910], [0.1081, -1.7694, 3.9797], [1.8162, -1.1911, 3.8912]]}

=====

Entry 3:
{"formula": "C24H48Br8O8S4", "method": "ωB97M-V/def2-TZVPD", "smiles": "O=S1(=O)CCCC1.O=S1(=O)CCCC1.O=S1(=O)CCCC1.O=S1(=O)CCCC1.BrCCBr.BrCCBr.BrCCBr.BrCCBr", "total_charge": 0, "symbols": ["C", "C", "C", "S", "O", "O", "C", "H", "H", "H", "H", "H", "H", "H", "H", "C", "C", "C", "S", "O", "O", "C", "H", "H", "H", "H", "H", "H", "H", "H", "C", "C", "C", "S", "O", "O", "C", "H", "H", "H", "H", "H", "H", "H", "H", "C", "C", "C", "S", "O", "O", "C", "H", "H", "H", "H", "H", "H", "H", "H", "Br", "C", "C", "Br", "H", "H", "H", "H", "Br", "C", "C", "Br", "H", "H", "H", "H", "Br", "C", "C", "Br", "H", "H", "H", "H", "Br", "C", "C", "Br", "H", "H", "H", "H"], "xyz": [[-14.0393, -8.8375, 5.4158], [-14.4110, -8.6756, 3.9178], [-15.5983, -7.5783, 3.9524], [-14.9908, -6.4065, 5.2024], [-16.1297, -6.0763, 5.9865], [-14.2816, -5.3031, 4.5702], [-13.9678, -7.5197, 6.2170], [-13.1204, -9.3514, 5.5838], [-14.8833, -9.4221, 5.9045], [-14.7642, -9.6205, 3.6319], [-13.7029, -8.1844, 3.2511], [-16.5797, -7.8963, 4.3369], [-15.6658, -7.0719, 3.0225], [-14.4088, -7.4824, 7.2596], [-12.9811, -7.0691, 6.2730], [-20.1332, -7.4783, 14.5411], [-20.7745, -8.5225, 15.5554], [-20.2293, -9.8512, 15.0586], [-20.1926, -9.7694, 13.2308], [-21.4084, -10.4116, 12.7887], [-18.8741, -10.2593, 12.7763], [-20.3046, -8.0002, 13.1236], [-19.0771, -7.3265, 14.7436], [-20.5848, -6.5094, 14.6819], [-21.8189, -8.6254, 15.3276], [-20.5715, -8.2488, 16.6202], [-20.8272, -10.7442, 15.3403], [-19.1420, -10.0086, 15.2875], [-21.3224, -7.8580, 12.7139], [-19.5683, -7.5834, 12.3615], [-25.1765, -9.9472, 9.0795], [-24.7032, -11.0080, 10.2089], [-23.3483, -10.5196, 10.5485], [-23.4984, -8.6634, 10.6788], [-22.2604, -8.0790, 10.1894], [-23.8923, -8.2220, 11.9932], [-24.9020, -8.5087, 9.5727], [-26.2812, -10.0101, 8.8244], [-24.6216, -10.0705, 8.1327], [-24.7807, -12.0886, 9.9801], [-25.4101, -10.8778, 11.0496], [-22.6903, -10.6372, 9.7055], [-22.8645, -10.9037, 11.4965], [-24.5491, -7.8471, 8.7810], [-25.7087, -8.0287, 10.1592], [-19.4271, -7.7736, 9.1297], [-19.3009, -9.0683, 9.9245], [-18.5587, -9.9968, 8.9823], [-17.2877, -9.0134, 8.1550], [-17.3064, -9.2622, 6.7158], [-16.0154, -9.1392, 8.8802], [-18.0621, -7.4500, 8.5683], [-19.7161, -7.0026, 9.8441], [-20.1357, -7.9279, 8.3470], [-20.2431, -9.4741, 10.2689], [-18.7484, -8.9440, 10.9204], [-19.1872, -10.2468, 8.0892], [-18.0862, -10.8777, 9.3633], [-17.9703, -6.7467, 7.6865], [-17.3938, -7.0743, 9.3360], [-18.8196, -12.9219, 6.7081], [-18.9853, -11.6756, 5.2529], [-17.6430, -11.6247, 4.5689], [-17.2778, -13.1752, 3.5389], [-19.2155, -10.6975, 5.7123], [-19.7499, -12.0924, 4.5866], [-16.9019, -11.5238, 5.3431], [-17.6214, -10.8360, 3.7402], [-14.7815, -2.2237, 8.1872], [-15.9047, -2.6965, 6.6196], [-17.3549, -2.6797, 7.0393], [-18.6143, -3.0745, 5.5149], [-15.6041, -3.6536, 6.2365], [-15.6664, -1.9064, 5.8878], [-17.6914, -1.6724, 7.2638], [-17.6634, -3.3365, 7.8724], [-21.9632, -9.1621, 5.9841], [-21.0143, -7.4421, 5.6183], [-19.6231, -7.5622, 5.0238], [-19.5811, -8.4673, 3.2553], [-20.8245, -7.0707, 6.6217], [-21.6885, -6.8223, 5.0278], [-18.9033, -8.1442, 5.5754], [-19.1855, -6.5267, 4.9763], [-16.0751, -6.2701, 11.5102], [-15.6570, -7.9868, 12.2809], [-16.5219, -8.3131, 13.5031], [-16.0957, -7.2551, 15.0462], [-14.5820, -8.0468, 12.4507], [-15.9861, -8.6693, 11.4712], [-16.3797, -9.3385, 13.8387], [-17.5494, -8.0042, 13.2631]]}

=====

HOMO energy across the listed records, respectively: -9.2, -4.3, -9.8 eV.
Electronic energy across the listed records, respectively: -2157.5063, -1943.8733, -23729.9889 Eh.